# 1
{"formula": "C103H213F9N8O15", "method": "ωB97M-V/def2-TZVPD", "charge": 2, "homo_energy_ev": -10.78, "orbital_gap_ev": 8.09, "elements": ["C", "C", "C", "C", "N", "C", "C", "C", "C", "C", "C", "C", "H", "H", "H", "H", "H", "H", "H", "H", "H", "H", "H", "H", "H", "H", "H", "H", "H", "H", "H", "H", "H", "H", "H", "H", "C", "C", "C", "C", "N", "C", "C", "C", "C", "C", "C", "C", "H", "H", "H", "H", "H", "H", "H", "H", "H", "H", "H", "H", "H", "H", "H", "H", "H", "H", "H", "H", "H", "H", "H", "H", "C", "C", "C", "C", "N", "C", "C", "C", "C", "C", "C", "C", "H", "H", "H", "H", "H", "H", "H", "H", "H", "H", "H", "H", "H", "H", "H", "H", "H", "H", "H", "H", "H", "H", "H", "H", "C", "C", "C", "C", "N", "C", "C", "C", "C", "C", "C", "C", "H", "H", "H", "H", "H", "H", "H", "H", "H", "H", "H", "H", "H", "H", "H", "H", "H", "H", "H", "H", "H", "H", "H", "H", "C", "C", "C", "C", "N", "C", "C", "C", "C", "C", "C", "C", "H", "H", "H", "H", "H", "H", "H", "H", "H", "H", "H", "H", "H", "H", "H", "H", "H", "H", "H", "H", "H", "H", "H", "H", "C", "C", "C", "C", "N", "C", "C", "C", "C", "C", "C", "C", "H", "H", "H", "H", "H", "H", "H", "H", "H", "H", "H", "H", "H", "H", "H", "H", "H", "H", "H", "H", "H", "H", "H", "H", "C", "C", "C", "C", "N", "C", "C", "C", "C", "C", "C", "C", "H", "H", "H", "H", "H", "H", "H", "H", "H", "H", "H", "H", "H", "H", "H", "H", "H", "H", "H", "H", "H", "H", "H", "H", "C", "C", "C", "C", "N", "C", "C", "C", "C", "C", "C", "C", "H", "H", "H", "H", "H", "H", "H", "H", "H", "H", "H", "H", "H", "H", "H", "H", "H", "H", "H", "H", "H", "H", "H", "H", "C", "O", "O", "C", "F", "F", "F", "C", "C", "H", "H", "H", "H", "H", "H", "C", "O", "O", "C", "F", "F", "F", "C", "C", "H", "H", "H", "H", "H", "H", "C", "O", "O", "C", "F", "F", "F", "C", "C", "H", "H", "H", "H", "H", "H", "O", "C", "O", "O", "H", "O", "C", "O", "O", "H", "O", "C", "O", "O", "H"], "xyz": [[18.477, -19.567, -20.744], [17.205, -20.322, -20.810], [16.750, -20.930, -22.228], [15.604, -21.809, -21.839], [14.978, -22.646, -22.900], [13.860, -23.439, -22.248], [13.955, -24.825, -22.853], [14.947, -24.665, -24.042], [15.898, -23.635, -23.562], [14.388, -21.728, -23.949], [13.682, -20.418, -23.380], [13.455, -19.568, -24.669], [18.618, -19.077, -21.744], [19.383, -20.063, -20.488], [18.469, -18.712, -20.050], [16.381, -19.799, -20.392], [17.317, -21.242, -20.177], [17.560, -21.574, -22.535], [16.595, -20.165, -23.029], [14.797, -21.139, -21.456], [15.960, -22.493, -21.068], [12.871, -22.969, -22.378], [14.113, -23.477, -21.233], [12.948, -25.225, -22.989], [14.336, -25.495, -22.077], [14.311, -24.257, -24.800], [15.373, -25.646, -24.322], [16.378, -23.151, -24.398], [16.651, -23.957, -22.826], [13.762, -22.285, -24.613], [15.193, -21.279, -24.522], [14.428, -19.890, -22.767], [12.728, -20.527, -22.878], [13.410, -18.465, -24.463], [12.537, -19.932, -25.096], [14.319, -19.698, -25.342], [7.999, -28.260, -25.135], [9.150, -28.688, -24.232], [8.926, -28.406, -22.737], [8.472, -27.002, -22.424], [8.815, -26.525, -21.076], [8.261, -25.160, -20.766], [9.301, -24.187, -21.243], [10.670, -24.949, -21.267], [10.336, -26.367, -20.835], [8.358, -27.547, -20.056], [6.806, -27.660, -20.032], [6.383, -28.872, -19.155], [7.896, -27.196, -25.172], [7.090, -28.727, -24.759], [8.140, -28.595, -26.178], [10.091, -28.257, -24.590], [9.315, -29.734, -24.285], [9.930, -28.728, -22.265], [8.084, -29.087, -22.515], [7.413, -26.831, -22.542], [8.970, -26.284, -23.067], [8.208, -25.071, -19.683], [7.266, -25.147, -21.214], [9.207, -23.271, -20.655], [9.172, -23.890, -22.305], [11.473, -24.574, -20.634], [10.979, -24.841, -22.290], [10.432, -26.495, -19.735], [10.856, -27.163, -21.326], [8.705, -27.257, -19.083], [8.815, -28.558, -20.275], [6.391, -27.845, -21.027], [6.392, -26.730, -19.625], [6.759, -29.758, -19.651], [5.294, -28.935, -19.134], [6.723, -28.823, -18.137], [6.689, -16.890, -11.265], [7.390, -17.681, -12.414], [6.744, -18.961, -12.845], [7.718, -19.793, -13.624], [7.263, -21.075, -14.272], [8.268, -21.389, -15.316], [7.780, -20.667, -16.625], [6.440, -20.074, -16.244], [6.017, -20.819, -14.988], [7.162, -22.145, -13.217], [8.359, -22.260, -12.323], [7.868, -22.955, -11.077], [7.113, -15.875, -11.212], [6.971, -17.314, -10.227], [5.584, -16.864, -11.333], [8.404, -17.975, -12.116], [7.592, -17.084, -13.309], [5.896, -18.636, -13.434], [6.347, -19.588, -12.022], [8.561, -19.992, -13.006], [8.107, -19.151, -14.401], [8.201, -22.457, -15.518], [9.293, -21.150, -14.964], [7.568, -21.489, -17.271], [8.389, -19.954, -17.196], [5.713, -20.199, -17.101], [6.440, -18.983, -16.022], [5.601, -21.771, -15.180], [5.348, -20.285, -14.343], [6.964, -23.138, -13.653], [6.323, -21.929, -12.531], [8.763, -21.247, -12.155], [9.167, -22.857, -12.764], [8.748, -23.073, -10.473], [7.276, -23.856, -11.238], [7.285, -22.357, -10.391], [15.371, -29.026, -16.111], [15.158, -28.476, -17.505], [15.835, -29.071, -18.751], [15.879, -30.573, -18.982], [16.456, -31.043, -20.259], [16.743, -32.551, -20.048], [18.245, -32.681, -19.978], [18.653, -31.644, -21.074], [17.832, -30.493, -20.480], [15.699, -30.831, -21.537], [14.331, -31.615, -21.590], [13.528, -31.005, -22.777], [14.904, -28.407, -15.340], [16.422, -29.193, -15.772], [14.905, -29.984, -15.923], [15.662, -27.478, -17.382], [14.145, -28.333, -17.607], [16.835, -28.725, -18.816], [15.214, -28.578, -19.519], [14.882, -31.008, -18.916], [16.566, -31.074, -18.314], [16.308, -33.198, -20.824], [16.282, -32.873, -19.097], [18.465, -33.711, -20.179], [18.701, -32.436, -18.976], [18.315, -31.904, -22.077], [19.725, -31.494, -21.060], [17.781, -29.638, -21.106], [18.309, -30.185, -19.556], [16.304, -31.097, -22.376], [15.528, -29.742, -21.663], [13.805, -31.375, -20.670], [14.465, -32.720, -21.679], [13.706, -31.479, -23.737], [13.847, -29.935, -22.870], [12.460, -30.913, -22.591], [3.641, -20.618, -24.042], [5.012, -20.862, -23.396], [5.854, -19.564, -23.387], [7.310, -19.877, -22.863], [8.357, -18.852, -23.206], [9.601, -19.058, -22.413], [9.638, -17.938, -21.372], [9.012, -16.747, -22.095], [7.843, -17.387, -22.874], [8.787, -18.973, -24.675], [9.722, -17.861, -25.143], [10.090, -18.132, -26.603], [2.969, -19.897, -23.534], [3.137, -21.610, -24.194], [3.927, -20.271, -25.078], [5.475, -21.613, -24.067], [5.112, -21.379, -22.420], [5.341, -18.883, -22.758], [5.957, -19.131, -24.385], [7.688, -20.797, -23.357], [7.321, -20.073, -21.818], [10.460, -19.022, -23.072], [9.539, -20.006, -21.899], [10.575, -17.652, -20.970], [9.027, -18.141, -20.517], [9.716, -16.287, -22.862], [8.647, -16.076, -21.309], [7.578, -16.935, -23.801], [6.923, -17.565, -22.307], [7.905, -19.106, -25.267], [9.284, -19.974, -24.714], [10.570, -17.751, -24.460], [9.075, -16.992, -24.962], [10.832, -17.437, -26.964], [9.219, -18.231, -27.242], [10.649, -19.096, -26.609], [11.701, -24.868, -12.700], [12.673, -26.020, -12.781], [14.048, -25.448, -13.118], [15.291, -26.385, -12.849], [16.608, -25.789, -12.860], [17.704, -26.792, -13.068], [17.559, -27.614, -11.769], [17.335, -26.612, -10.676], [16.890, -25.325, -11.448], [16.678, -24.575, -13.752], [16.478, -24.944, -15.172], [17.170, -23.937, -16.074], [12.035, -24.204, -11.888], [10.589, -25.032, -12.652], [11.893, -24.244, -13.586], [12.318, -26.836, -13.443], [12.688, -26.483, -11.722], [14.180, -24.585, -12.510], [14.031, -25.266, -14.198], [15.253, -27.147, -13.634], [15.299, -26.905, -11.888], [18.595, -26.213, -13.015], [17.574, -27.345, -13.993], [18.484, -28.217, -11.604], [16.678, -28.328, -11.848], [18.218, -26.430, -10.102], [16.605, -27.003, -10.002], [17.712, -24.636, -11.454], [15.975, -24.860, -10.975], [17.619, -24.076, -13.611], [15.964, -23.877, -13.419], [15.395, -25.001, -15.510], [16.891, -25.933, -15.408], [16.978, -22.917, -15.702], [16.807, -24.026, -17.131], [18.239, -24.140, -16.017], [12.445, -25.391, -18.244], [13.005, -25.007, -16.840], [13.253, -23.452, -16.712], [12.025, -22.527, -16.974], [12.370, -21.251, -17.656], [11.147, -20.431, -17.825], [10.597, -20.738, -19.208], [11.530, -21.808, -19.767], [12.845, -21.500, -19.135], [13.427, -20.471, -16.902], [14.888, -20.685, -17.085], [15.690, -19.892, -16.069], [11.430, -24.967, -18.379], [12.441, -26.439, -18.361], [13.095, -25.070, -19.051], [13.937, -25.551, -16.641], [12.230, -25.312, -16.096], [13.996, -23.282, -17.458], [13.654, -23.178, -15.740], [11.548, -22.170, -16.045], [11.247, -23.022, -17.550], [11.439, -19.406, -17.702], [10.418, -20.668, -17.052], [10.651, -19.795, -19.768], [9.620, -21.162, -19.228], [11.562, -21.931, -20.824], [11.184, -22.816, -19.408], [13.267, -20.563, -19.447], [13.648, -22.298, -19.104], [13.223, -20.633, -15.826], [13.359, -19.437, -17.053], [15.150, -20.287, -18.038], [15.182, -21.734, -17.056], [15.438, -18.836, -16.109], [16.770, -19.934, -16.219], [15.541, -20.202, -15.018], [10.493, -14.508, -11.377], [10.769, -15.964, -11.604], [11.028, -16.341, -13.067], [12.018, -15.410, -13.755], [12.600, -16.061, -14.963], [13.490, -17.194, -14.574], [14.770, -16.537, -14.102], [14.806, -15.216, -14.828], [13.524, -15.156, -15.688], [11.508, -16.633, -15.824], [10.412, -15.642, -16.249], [9.449, -16.450, -17.160], [11.317, -13.927, -11.746], [10.351, -14.371, -10.294], [9.628, -14.114, -11.960], [9.976, -16.613, -11.269], [11.625, -16.221, -10.980], [10.044, -16.314, -13.595], [11.348, -17.408, -13.123], [12.877, -15.268, -13.053], [11.620, -14.452, -14.095], [13.681, -17.764, -15.499], [12.924, -17.781, -13.925], [15.682, -17.120, -14.421], [14.772, -16.500, -13.026], [15.650, -15.057, -15.472], [14.898, -14.346, -14.180], [13.735, -15.613, -16.689], [13.152, -14.115, -15.801], [11.063, -17.439, -15.267], [11.995, -17.037, -16.708], [10.865, -14.802, -16.860], [9.992, -15.193, -15.373], [10.022, -17.191, -17.772], [8.931, -15.839, -17.945], [8.678, -16.939, -16.599], [8.255, -24.837, -17.296], [7.138, -24.029, -16.699], [8.965, -24.126, -18.104], [8.951, -25.482, -16.094], [7.931, -26.086, -15.310], [9.893, -26.417, -16.383], [9.534, -24.594, -15.272], [5.789, -24.528, -16.733], [4.865, -23.516, -17.365], [4.897, -23.520, -18.452], [3.874, -23.682, -16.960], [5.182, -22.528, -17.097], [5.406, -24.852, -15.769], [5.760, -25.490, -17.276], [7.723, -25.778, -17.701], [11.334, -20.925, -12.821], [10.926, -19.981, -11.741], [11.025, -20.511, -13.979], [12.967, -21.054, -12.751], [13.432, -22.168, -13.628], [13.600, -19.957, -13.134], [13.481, -21.486, -11.494], [11.181, -20.330, -10.356], [9.887, -19.948, -9.613], [9.785, -18.837, -9.719], [8.997, -20.445, -9.964], [9.902, -20.049, -8.483], [12.129, -19.792, -10.174], [11.325, -21.442, -10.263], [10.986, -21.991, -12.684], [13.560, -17.373, -19.183], [14.705, -17.073, -18.301], [12.608, -18.044, -18.541], [13.017, -15.941, -19.715], [12.584, -15.183, -18.698], [14.010, -15.325, -20.400], [11.981, -16.036, -20.510], [16.049, -17.066, -18.836], [16.990, -16.514, -17.638], [16.675, -15.544, -17.253], [16.930, -17.228, -16.784], [18.100, -16.484, -17.859], [16.139, -16.442, -19.762], [16.365, -18.094, -19.044], [14.073, -17.850, -20.109], [17.007, -25.961, -19.370], [16.659, -24.708, -20.032], [15.595, -24.151, -19.867], [17.698, -24.424, -20.741], [17.912, -26.162, -19.706], [12.170, -30.815, -19.325], [12.038, -29.432, -19.783], [10.929, -29.040, -19.614], [13.112, -28.980, -20.280], [11.256, -30.908, -18.955], [10.308, -23.920, -24.274], [10.669, -22.627, -24.263], [10.217, -21.966, -23.307], [11.423, -22.193, -25.190], [10.914, -24.086, -25.072]]}

# 2
{"formula": "FFe2H6O3", "method": "ωB97M-V/def2-TZVPD", "charge": 3, "s_squared": 20.008, "relative_energy_kcal_mol": 93.66, "multiplicity": 9, "homo_energy_ev": [-20.56, -20.56], "orbital_gap_ev": [5.36, 4.68], "elements": ["Fe", "Fe", "F", "O", "H", "H", "O", "H", "H", "O", "H", "H"], "xyz": [[-44.252, -30.996, 13.032], [-40.632, -31.624, 11.575], [-42.047, -31.123, 13.129], [-40.294, -29.595, 11.155], [-40.799, -28.946, 11.645], [-39.786, -29.080, 10.528], [-43.875, -28.978, 12.608], [-44.399, -28.203, 12.406], [-43.024, -28.804, 12.206], [-40.744, -29.715, 15.426], [-41.165, -30.079, 14.647], [-39.829, -29.985, 15.353]]}

Q: Number 2 is which compound?
A: FFe2H6O3